[1]
ORCA calculation (ωB97M-V/def2-TZVPD) on an isolated molecule of C5H10O.

The geometry in XYZ format:
```
16
Properties=species:S:1:pos:R:3:forces:R:3:lowdin_charge:R:1
H 3.38682 0.24265 -0.62168 -0.1 0.0 0.1 0.0716
C 0.04975 0.05364 0.34204 -0.1 -0.1 0.2 -0.4193
H -2.70047 0.74926 1.11937 0.1 -0.1 -0.1 0.0769
C 1.22108 0.31944 -0.58805 0.1 0.0 0.0 -0.1977
C 2.55905 -0.06019 0.02621 0.1 0.0 0.0 -0.1044
C -1.29437 -0.04064 -0.35621 -0.2 0.1 0.1 -0.1932
H 1.19064 1.38830 -0.84510 0.0 -0.1 0.1 0.1240
H -2.41278 -0.98348 1.26472 0.0 0.1 -0.1 0.0749
H 1.04918 -0.20991 -1.53496 0.0 0.1 0.2 0.1143
H -1.18571 -0.92537 -0.99428 -0.2 0.0 -0.1 0.1195
H 2.66695 0.42207 1.00014 0.1 -0.1 -0.1 0.0746
H 2.62198 -1.14255 0.18236 0.0 0.2 0.0 0.0805
C -2.52322 -0.16620 0.54572 0.0 0.0 0.0 -0.1007
H -1.39950 0.81327 -1.04181 0.1 -0.2 0.1 0.1200
H -3.41966 -0.35719 -0.05618 0.2 0.0 0.1 0.0706
O 0.19176 -0.12511 1.53337 -0.1 0.1 -0.5 0.0884
```
Positions in Å, forces in eV/Å.

Its max |F| is 0.53 eV Å⁻¹. The value obtained for the LUMO energy is 0.959 eV. The calculation puts the highest occupied orbital energy at -9.56 eV. As for the structure (SMILES): CCC(=O)CC. As for the total energy: -7394.7378 eV.

---

[2]
ORCA calculation (ωB97M-V/def2-TZVPD) on an isolated molecule of C5H10O.

The geometry in XYZ format:
```
16
Properties=species:S:1:pos:R:3:forces:R:3:lowdin_charge:R:1
H 2.22130 -0.67824 -0.83129 0.0 0.1 -0.2 0.0799
H 2.27284 0.94778 -1.55258 -0.1 -0.1 0.0 0.0764
H -2.55196 -0.92584 -0.14021 0.5 0.1 0.2 0.0851
C 1.61129 0.15622 -1.19078 0.1 -0.1 -0.3 -0.1105
C -1.65621 -0.47199 -0.59138 0.1 0.2 0.0 -0.0629
H -1.89236 0.57619 -0.77016 -0.1 0.0 -0.1 0.0762
H -0.03908 -1.60392 0.30482 0.5 0.8 -0.1 0.1444
C -0.39375 -0.55172 0.27794 0.3 0.6 0.0 -0.2959
H 0.42624 -0.32633 2.22917 -0.5 0.0 0.5 0.1316
H 0.11219 1.49944 -0.31943 0.0 -0.4 -0.2 0.1185
H 1.34142 0.98206 0.76159 -0.5 -0.8 -0.2 0.1182
C -0.45421 0.01420 1.63709 -0.4 0.2 0.5 -0.3383
O -1.16751 0.93492 1.95802 -0.1 -0.4 0.4 0.0482
H 0.96709 -0.18748 -1.99948 0.3 -0.1 -0.3 0.0720
C 0.71212 0.60988 -0.07926 -0.2 -0.3 -0.3 -0.2180
H -1.51089 -0.97765 -1.55548 0.1 0.2 0.2 0.0754
```
Positions in Å, forces in eV/Å.

Its max |F| is 0.96 eV Å⁻¹. The value obtained for the LUMO energy is 1.003 eV. The calculation puts the highest occupied orbital energy at -9.47 eV. As for the structure (SMILES): CC[C@H](C)C=O. As for the total energy: -7393.6889 eV.

---

[3]
ORCA calculation (ωB97M-V/def2-TZVPD) on a 2-piece molecular cluster, C5H10O overall in a non-equilibrium geometry.

The geometry in XYZ format:
```
16
Properties=species:S:1:pos:R:3:forces:R:3:lowdin_charge:R:1
C 0.14578 -0.33074 0.15303 0.0 0.0 0.0 -0.4997
H -0.88871 1.53212 0.62097 0.0 -0.1 0.3 0.0840
H -1.12537 1.06884 -1.02318 0.2 -0.1 0.5 -0.0030
C -1.02263 0.65174 -0.01283 0.0 0.1 0.1 -0.1208
H 2.31049 -0.36836 -0.18078 -0.2 0.1 0.0 0.0767
O -1.22817 -0.94487 -2.53504 -0.3 1.2 -0.6 0.0358
C 0.24719 -0.81294 1.60507 0.0 0.0 0.0 -0.0934
H 1.07663 -1.52062 1.73027 -0.1 0.1 0.0 0.0754
H 0.41882 0.02922 2.28774 0.0 -0.1 -0.1 0.0790
H -0.03792 -1.21976 -0.46705 0.0 0.2 0.1 0.1085
C -1.44765 0.13945 -2.79561 0.2 -1.5 -0.3 0.0316
H -0.67170 -1.31913 1.92562 0.1 0.1 -0.1 0.0756
H 1.65849 1.22390 0.25193 0.0 -0.1 -0.1 0.0813
H -1.97494 0.16985 0.24219 0.1 0.2 0.0 0.0868
C 1.45540 0.30555 -0.31383 0.0 0.0 0.0 -0.0889
H 1.40049 0.57178 -1.37634 0.0 0.0 0.2 0.0711
```
Positions in Å, forces in eV/Å.

Its max |F| is 1.55 eV Å⁻¹. The value obtained for the LUMO energy is 1.133 eV. The calculation puts the highest occupied orbital energy at -11.35 eV. As for the total energy: -7394.2577 eV.